Molecular formula: C31H25NPRuS4Se2
Method: DFT, the ωB97M-V functional and the def2-TZVPD basis

The geometry in XYZ format:
```
65
Properties=species:S:1:pos:R:3:forces:R:3
Ru -0.721918 0.021887 -0.021943 -0.1131 0.6443 -0.4837
S -2.929038 -0.075082 -0.839435 0.1602 0.1658 -0.0119
C -3.886019 0.823707 0.310892 -0.0568 -0.0423 0.0842
C -5.244338 1.052016 0.031710 0.0282 -0.0075 -0.0344
C -6.037974 1.790439 0.883052 -0.0038 0.0112 0.0314
C -5.509888 2.344672 2.049340 -0.0054 -0.0119 -0.0295
C -4.178712 2.130428 2.344096 -0.0021 -0.0222 0.0141
C -3.384978 1.355972 1.498161 0.0182 0.0277 0.0011
S -1.684617 1.095729 1.955352 -0.0929 -0.3171 -0.1251
C -1.882262 -0.094531 3.317499 0.0274 0.0231 0.0031
C -1.583748 -1.528129 2.974332 -0.0329 0.0312 -0.0159
C -1.294876 -2.430078 3.995088 -0.0422 -0.0164 0.0013
C -1.099580 -3.758348 3.670840 0.0023 0.0147 -0.0017
C -1.217047 -4.148754 2.345208 -0.0542 -0.0091 0.0088
C -1.492520 -3.181726 1.392717 -0.0074 -0.0320 0.0086
C -1.560116 -3.499813 -0.067340 0.0202 -0.0367 -0.0130
S -0.000228 -2.887849 -0.768586 -0.0069 -0.0662 0.0943
C -0.449290 -2.783502 -2.475040 0.0253 -0.0140 0.0009
C -0.685319 -3.949032 -3.197931 -0.0086 -0.0042 -0.0073
C -1.026651 -3.889308 -4.537624 -0.0054 0.0375 0.0042
C -1.106720 -2.649091 -5.161364 -0.0065 -0.0315 -0.0110
C -0.856054 -1.491481 -4.449085 -0.0047 0.0476 0.0229
C -0.524826 -1.531332 -3.089383 -0.1021 -0.0011 -0.0778
S -0.131370 -0.011337 -2.296866 0.0294 -0.3040 0.4577
N -1.645177 -1.891454 1.700793 0.1692 -0.1373 0.0900
H -5.656945 0.642251 -0.881705 -0.0004 0.0079 -0.0027
H -7.078451 1.953510 0.631607 -0.0024 -0.0065 0.0055
H -6.126650 2.943161 2.705805 -0.0013 0.0012 -0.0002
H -3.736795 2.562675 3.234548 -0.0006 0.0012 0.0007
H -2.919699 -0.010812 3.644598 0.0159 0.0135 0.0450
H -1.242047 0.238418 4.133861 0.0146 0.0012 -0.0106
H -1.229462 -2.085805 5.018706 0.0180 -0.0001 0.0004
H -0.854801 -4.481173 4.438207 -0.0228 -0.0052 0.0027
H -1.087197 -5.180112 2.046749 0.0081 0.0006 0.0004
H -2.372507 -2.942495 -0.534270 -0.0232 -0.0141 0.0219
H -1.676918 -4.569037 -0.234256 0.0028 0.0035 -0.0233
H -0.592014 -4.906580 -2.700074 -0.0008 0.0015 0.0025
H -1.221034 -4.798246 -5.091270 0.0073 -0.0020 -0.0023
H -1.369255 -2.585313 -6.209768 0.0026 0.0000 -0.0003
H -0.918945 -0.526415 -4.935561 -0.0155 0.0002 0.0034
Se 0.008983 2.370295 -0.376561 -0.5341 0.5104 -0.2950
P 1.929407 1.627799 0.206345 0.3246 -0.7034 0.1387
Se 1.410551 -0.095963 1.419409 0.1279 -0.0729 0.0565
C 2.888891 1.084486 -1.233905 0.1000 0.0941 0.0704
C 3.159788 2.022835 -2.226250 0.0294 0.0168 -0.0093
C 3.877902 1.652482 -3.349718 -0.0103 -0.0062 -0.0045
C 4.320422 0.342526 -3.487452 0.0036 0.0051 -0.0100
C 4.054705 -0.589711 -2.497037 -0.0327 -0.0224 0.0101
C 3.340190 -0.221386 -1.364997 0.0353 0.0324 -0.0319
C 3.003887 2.796737 1.049094 0.0377 0.0720 -0.0678
C 4.296826 2.382165 1.367491 -0.0059 0.1481 0.0544
C 5.145522 3.253665 2.027511 0.0316 -0.0472 -0.0086
C 4.712172 4.532292 2.359931 -0.0063 0.0126 0.0117
C 3.427822 4.942252 2.037840 0.0097 -0.0246 -0.0113
C 2.567420 4.070803 1.382431 -0.0221 0.0459 0.0420
H 2.795745 3.039701 -2.131276 -0.0125 -0.0045 0.0148
H 4.084977 2.381680 -4.121946 -0.0093 -0.0037 -0.0061
H 4.868685 0.048643 -4.373330 0.0063 0.0027 0.0031
H 4.389015 -1.612883 -2.609919 0.0135 0.0039 0.0083
H 3.117452 -0.946630 -0.592993 -0.0358 -0.0128 -0.0157
H 4.632694 1.386576 1.102356 0.0011 0.0045 -0.0221
H 6.150415 2.938885 2.277063 -0.0026 0.0062 0.0143
H 5.382081 5.209384 2.873938 0.0015 0.0051 -0.0067
H 3.092989 5.938454 2.294816 -0.0001 0.0006 0.0059
H 1.557448 4.376880 1.135501 0.0114 -0.0149 0.0047
```
Positions in Å, forces in eV/Å.

Its multiplicity is 2. As for the HOMO energy (spin up / spin down): -0.2550 / -0.2539 Ha. Its energy relative to the best compared isomer or geometry (same formula, charge and spin) is 18.8 kJ/mol. The value obtained for the HOMO-LUMO gap (spin up / spin down) is 0.256 / 0.228 Eh. Its largest force on an atom is 0.814 eV Å⁻¹. The expectation value of S² is 0.762. The net charge is 0. The total energy comes out at -8083.0324 Ha.

Atomic partial charges in e from the natural (NBO) method, atoms 1 to 2:
1 Ru 0.114
2 S -0.058